Record 1
{
  "formula": "C32H32KN8S",
  "method": "ωB97M-V/def2-TZVPD",
  "elements": ["K", "C", "C", "C", "C", "N", "C", "C", "C", "C", "C", "C", "N", "C", "C", "C", "C", "C", "N", "H", "H", "H", "H", "H", "H", "H", "H", "H", "H", "H", "C", "C", "N", "N", "C", "N", "S", "C", "C", "C", "C", "C", "N", "H", "H", "H", "H", "H", "H", "H", "H", "H", "C", "N", "C", "C", "C", "C", "C", "C", "C", "C", "H", "H", "H", "H", "H", "H", "H", "H", "H", "H", "H", "H"],
  "xyz": [[0.21, 0.21, -0.10], [3.28, -1.99, 2.79], [2.57, -2.99, 3.43], [1.20, -2.89, 3.52], [0.57, -1.77, 2.97], [1.26, -0.80, 2.36], [2.58, -0.92, 2.26], [-0.91, -1.62, 2.99], [-1.68, -2.20, 4.00], [-3.06, -2.03, 3.95], [-3.62, -1.29, 2.92], [-2.76, -0.74, 1.97], [-1.44, -0.90, 2.01], [-3.28, 0.09, 0.85], [-4.46, -0.23, 0.18], [-4.83, 0.54, -0.91], [-4.04, 1.60, -1.28], [-2.89, 1.86, -0.54], [-2.52, 1.12, 0.50], [4.35, -2.05, 2.66], [3.08, -3.86, 3.83], [0.61, -3.68, 3.97], [3.09, -0.13, 1.73], [-1.22, -2.74, 4.80], [-3.68, -2.46, 4.73], [-4.68, -1.12, 2.86], [-5.04, -1.10, 0.48], [-5.73, 0.29, -1.47], [-4.28, 2.22, -2.14], [-2.21, 2.67, -0.79], [-0.68, 1.43, -4.97], [-0.77, 1.00, -3.52], [-0.16, 1.59, -2.56], [0.67, 2.61, -2.90], [1.03, 3.37, -1.88], [1.96, 4.33, -2.21], [0.48, 3.34, -0.25], [-1.62, -0.16, -3.19], [-2.50, -0.68, -4.15], [-3.26, -1.80, -3.85], [-3.13, -2.38, -2.60], [-2.24, -1.79, -1.71], [-1.52, -0.71, -1.98], [0.11, 2.16, -5.07], [-1.62, 1.89, -5.29], [-0.49, 0.58, -5.62], [2.52, 4.11, -3.02], [2.45, 4.71, -1.42], [-2.58, -0.22, -5.13], [-3.94, -2.21, -4.58], [-3.68, -3.26, -2.31], [-2.10, -2.22, -0.72], [5.47, -0.27, -2.52], [4.14, 0.31, -2.52], [3.87, 0.94, -1.25], [3.10, -0.65, -2.92], [2.96, -1.90, -2.07], [3.71, -3.02, -2.45], [3.65, -4.20, -1.72], [2.81, -4.25, -0.62], [2.06, -3.13, -0.27], [2.08, -1.90, -0.96], [6.21, 0.51, -2.34], [5.68, -0.72, -3.50], [5.60, -1.06, -1.76], [4.59, 1.74, -1.07], [3.91, 0.23, -0.41], [2.87, 1.39, -1.26], [3.33, -0.92, -3.96], [2.16, -0.10, -2.92], [4.36, -2.96, -3.32], [4.24, -5.07, -2.02], [2.73, -5.17, -0.03], [1.41, -3.24, 0.60]],
  "total_energy_ev": -72785.6905,
  "e_above_lowest_kj_mol": 0.00,
  "lumo_energy_ev": 2.16,
  "homo_lumo_gap_ev": 5.31,
  "total_charge": -1,
  "e_homo_ev": -3.154
}

---

Record 2
{
  "formula": "C20H22N4O5PdS",
  "method": "ωB97M-V/def2-TZVPD",
  "elements": ["Pd", "C", "C", "C", "C", "C", "C", "C", "S", "O", "O", "N", "C", "C", "C", "C", "C", "N", "H", "H", "H", "H", "H", "H", "H", "H", "H", "H", "H", "C", "N", "C", "C", "C", "O", "N", "C", "O", "H", "H", "H", "H", "H", "C", "O", "C", "C", "H", "H", "H", "H", "H", "H"],
  "xyz": [[-0.16, -1.87, 0.95], [-7.28, -2.49, 2.26], [-6.18, -2.89, 1.31], [-6.45, -3.18, -0.02], [-5.44, -3.56, -0.90], [-4.14, -3.66, -0.44], [-3.84, -3.35, 0.88], [-4.86, -2.97, 1.74], [-2.80, -4.13, -1.53], [-3.36, -4.08, -2.87], [-2.37, -5.43, -1.07], [-1.68, -3.09, -1.20], [-1.69, -1.78, -1.61], [-2.49, -1.20, -2.61], [-2.31, 0.14, -2.91], [-1.35, 0.89, -2.25], [-0.61, 0.26, -1.26], [-0.80, -1.02, -0.94], [-8.14, -2.10, 1.72], [-6.94, -1.72, 2.95], [-7.61, -3.34, 2.85], [-7.47, -3.10, -0.39], [-5.64, -3.78, -1.94], [-2.81, -3.37, 1.21], [-4.62, -2.72, 2.77], [-3.21, -1.81, -3.15], [-2.92, 0.59, -3.68], [-1.17, 1.93, -2.48], [0.16, 0.78, -0.71], [3.40, 4.12, -2.18], [3.59, 2.79, -1.66], [4.74, 2.08, -1.89], [4.88, 0.84, -1.42], [3.78, 0.22, -0.65], [3.91, -0.92, -0.22], [2.65, 0.96, -0.46], [2.52, 2.20, -0.93], [1.52, 2.92, -0.80], [4.31, 4.43, -2.70], [3.19, 4.82, -1.37], [2.56, 4.16, -2.87], [5.50, 2.59, -2.46], [5.78, 0.27, -1.59], [-1.49, -1.42, 3.85], [-0.13, -1.05, 3.77], [0.51, -1.39, 2.63], [1.91, -0.85, 2.75], [-2.13, -0.59, 3.52], [-1.71, -1.65, 4.90], [-1.68, -2.28, 3.21], [2.26, -0.86, 3.79], [1.90, 0.18, 2.38], [2.60, -1.38, 2.09]],
  "total_energy_ev": -51609.8592,
  "e_above_lowest_kj_mol": 78.39,
  "lumo_energy_ev": 4.36,
  "homo_lumo_gap_ev": 5.22,
  "total_charge": -2,
  "e_homo_ev": -0.859
}